Density functional theory data (ωB97M-V with the def2-TZVPD basis set) for a molecular structure, C38H34BN3O6PS2Tl in a non-equilibrium geometry.

The geometry in XYZ format:
```
86
Properties=species:S:1:pos:R:3
Tl 0.212 2.318 -0.123
O -5.594 4.130 1.981
C -4.349 3.689 1.644
C -3.203 4.309 2.125
C -1.973 3.818 1.735
N -1.875 2.764 0.936
C -2.964 2.171 0.459
C -4.233 2.597 0.796
C -2.737 0.996 -0.491
O -3.723 0.314 -0.792
O -1.540 0.819 -0.858
C -0.658 4.493 2.156
O -0.739 5.326 3.066
O 0.360 4.127 1.508
H -5.494 4.934 2.499
H -3.239 5.175 2.776
H -5.099 2.096 0.388
C -2.794 0.480 4.098
C -1.652 -0.169 3.321
C -0.737 -0.997 4.219
C -2.195 -0.973 2.136
C -2.954 -2.276 2.483
O -2.169 -3.322 1.889
C -1.173 -2.685 1.182
N -1.112 -1.431 1.274
C -0.269 -3.563 0.409
C -0.170 -4.894 0.828
C 0.655 -5.785 0.173
C 1.377 -5.353 -0.931
C 1.280 -4.037 -1.348
C 0.473 -3.104 -0.694
P 0.483 -1.287 -1.213
C 2.329 -1.225 -1.404
C 2.930 -0.490 -2.425
C 4.312 -0.410 -2.523
C 5.118 -1.039 -1.588
C 4.534 -1.726 -0.533
C 3.154 -1.807 -0.439
C -0.005 -1.556 -2.997
C -1.313 -1.196 -3.325
C -1.790 -1.339 -4.623
C -0.975 -1.864 -5.613
C 0.329 -2.226 -5.303
C 0.812 -2.062 -4.012
H -2.394 1.159 4.854
H -3.419 -0.267 4.598
H -3.429 1.063 3.426
H -1.041 0.625 2.883
H -1.253 -1.861 4.650
H -0.366 -0.377 5.038
H 0.122 -1.347 3.644
H -2.838 -0.312 1.552
H -3.949 -2.298 2.037
H -3.034 -2.460 3.555
H -0.742 -5.207 1.691
H 0.740 -6.809 0.518
H 2.029 -6.038 -1.460
H 1.875 -3.720 -2.190
H 2.313 0.027 -3.146
H 4.759 0.162 -3.328
H 6.198 -0.974 -1.662
H 5.153 -2.200 0.219
H 2.706 -2.327 0.400
H -1.952 -0.774 -2.559
H -2.799 -1.025 -4.861
H -1.348 -1.987 -6.624
H 0.980 -2.627 -6.072
H 1.845 -2.312 -3.814
S 1.426 0.799 1.546
C 3.086 1.227 1.169
C 4.053 0.736 2.057
C 5.405 0.969 1.885
C 5.835 1.712 0.794
C 4.898 2.206 -0.096
C 3.522 1.987 0.062
S 2.498 2.684 -1.182
H 3.709 0.151 2.902
H 6.118 0.567 2.597
H 6.890 1.901 0.629
H 5.220 2.778 -0.958
B -2.798 4.612 -3.232
C -1.623 4.006 -2.387
N -0.787 3.558 -1.728
H -2.478 4.651 -4.402
H -3.015 5.726 -2.796
H -3.747 3.875 -3.055
```

The total charge is -2. The value obtained for the HOMO-LUMO gap is 6.4 eV. For the LUMO energy, the calculation gives 4.13 eV. For the HOMO energy, the calculation gives -2.25 eV. As for the largest force on an atom: 1.04 eV Å⁻¹.